[1]
DFT (ωB97M-V with the def2-TZVPD basis set) results for a single C3H7Br2OP molecule.

Element x y z (Å)
C  -2.34  0.45  1.09
P  -1.34  -0.78  0.23
Br  -1.95  -0.37  -1.89
O  0.12  -0.08  0.27
C  1.06  -0.76  -0.52
C  2.35  -0.03  -0.43
Br  2.14  1.96  -0.58
H  -3.14  0.99  0.44
H  -1.70  1.28  1.52
H  -2.96  -0.07  2.03
H  1.12  -1.66  0.00
H  0.82  -0.76  -1.56
H  3.14  -0.13  -1.20
H  2.69  -0.03  0.60

## Properties
- energy relative to the best compared isomer or geometry (same formula, charge and spin) (kcal per mole) = 34.4
- HOMO-LUMO gap (eV) = 9.746
- HOMO level (eV) = -9.030
- lowest unoccupied orbital energy (eV) = 0.716

[2]
DFT (ωB97M-V with the def2-TZVPD basis set) results for a gas-phase ion, C3H7Br2S (charge +1).

Element x y z (Å)
C  1.45  0.74  0.00
C  0.74  -0.58  -0.49
C  -0.62  -0.84  0.23
Br  -0.53  -0.75  2.19
S  -1.85  0.32  -0.53
Br  -2.01  2.08  0.83
H  0.82  1.59  -0.26
H  1.68  0.71  1.07
H  2.42  0.77  -0.53
H  0.49  -0.40  -1.55
H  1.42  -1.44  -0.45
H  -0.94  -1.86  -0.03
H  -3.05  -0.36  -0.48

## Properties
- HOMO-LUMO gap (eV) = 8.327
- HOMO level (eV) = -14.858
- lowest unoccupied orbital energy (eV) = -6.531
- net charge = +1

[3]
DFT (ωB97M-V with the def2-TZVPD basis set) results for 2 unconnected molecules or ions with the total composition C3H7Br3Si.

Element x y z (Å)
C  1.68  -0.87  -0.02
C  -0.77  -0.38  -0.95
C  0.21  -1.26  -0.28
Si  -1.15  1.97  0.86
Br  0.26  -3.15  -1.11
Br  -2.50  3.31  -0.32
Br  0.82  2.90  1.45
H  2.10  -1.74  0.50
H  2.30  -0.52  -0.83
H  1.53  0.02  0.66
H  -1.84  -0.48  -0.72
H  -0.39  0.19  -1.83
H  -0.09  -1.58  0.73
H  -2.16  1.59  1.86

## Properties
- energy relative to the best compared isomer or geometry (same formula, charge and spin) (kcal per mole) = 101.9
- HOMO-LUMO gap (alpha / beta) (eV) = 7.205 / 7.280
- HOMO level (alpha / beta) (eV) = -8.387 / -8.725
- lowest unoccupied orbital energy (alpha / beta) (eV) = -1.182 / -1.444

[4]
DFT (ωB97M-V with the def2-TZVPD basis set) results for 2 unconnected molecules or ions with the total composition C3H7BrN.

Element x y z (Å)
C  -2.39  -2.72  0.04
C  -1.99  -1.45  -0.05
C  0.41  0.80  -0.03
N  0.42  2.28  0.03
Br  -2.23  0.28  0.05
H  -3.39  -3.04  0.34
H  -1.62  -3.52  -0.29
H  0.94  0.29  0.72
H  0.50  0.46  -1.01
H  -0.11  2.75  -0.72
H  1.49  2.68  -0.01
H  0.22  2.58  1.01

## Properties
- energy relative to the best compared isomer or geometry (same formula, charge and spin) (kcal per mole) = 110.4
- HOMO-LUMO gap (alpha / beta) (eV) = 6.795 / 8.810
- HOMO level (alpha / beta) (eV) = -11.731 / -12.913
- lowest unoccupied orbital energy (alpha / beta) (eV) = -4.935 / -4.103
- net charge = +1

[5]
DFT (ωB97M-V with the def2-TZVPD basis set) results for a single C3H7BrN2Si molecule.

Element x y z (Å)
C  -0.91  1.05  -1.07
C  -1.29  1.67  0.20
C  0.98  -2.42  0.08
N  -0.02  0.20  -1.27
N  -0.69  1.27  1.37
Si  0.88  -0.53  -0.07
Br  2.89  0.32  0.24
H  -1.71  1.13  -1.84
H  -1.11  2.82  0.19
H  -2.39  1.52  0.39
H  1.55  -2.99  -0.72
H  1.58  -2.85  0.89
H  -0.08  -2.93  0.10
H  0.33  1.74  1.51

## Properties
- 2S+1 = 3
- energy relative to the best compared isomer or geometry (same formula, charge and spin) (kcal per mole) = 45.6
- <S²> = 2.007
- HOMO-LUMO gap (alpha / beta) (eV) = 6.300 / 8.248
- HOMO level (alpha / beta) (eV) = -5.872 / -9.879
- lowest unoccupied orbital energy (alpha / beta) (eV) = 0.428 / -1.631

[6]
DFT (ωB97M-V with the def2-TZVPD basis set) results for a single C3H7Cl2N3S molecule.

Element x y z (Å)
C  -0.82  -0.84  -0.83
C  -0.89  0.47  -0.08
C  -0.86  0.25  1.41
N  0.10  1.42  -0.43
N  1.85  -0.92  -0.36
N  1.79  0.20  0.33
S  0.52  -1.98  -0.29
Cl  -2.50  1.22  -0.47
Cl  3.05  1.27  0.07
H  -1.67  -1.57  -0.89
H  -0.77  -0.58  -1.94
H  -1.66  -0.17  1.99
H  -0.83  1.23  1.96
H  0.12  -0.23  1.75
H  -0.07  1.63  -1.39
H  2.65  -1.40  -0.83

## Properties
- 2S+1 = 3
- <S²> = 2.009
- HOMO-LUMO gap (alpha / beta) (eV) = 8.112 / 8.067
- HOMO level (alpha / beta) (eV) = -7.597 / -9.333
- lowest unoccupied orbital energy (alpha / beta) (eV) = 0.515 / -1.266

[7]
DFT (ωB97M-V with the def2-TZVPD basis set) results for a gas-phase ion, C3H7Cl2S (charge +1).

Element x y z (Å)
C  1.82  0.15  0.28
C  0.36  -0.39  -0.22
Cl  0.56  -1.11  -1.91
C  -0.83  0.74  -0.26
S  -2.46  -0.22  -0.03
Cl  -0.62  2.06  1.07
H  2.51  -0.82  0.38
H  2.36  0.85  -0.52
H  1.83  0.65  1.34
H  0.02  -1.25  0.51
H  -0.85  1.22  -1.34
H  -2.51  -0.44  1.37
H  -2.19  -1.46  -0.67

## Properties
- HOMO-LUMO gap (eV) = 10.399
- HOMO level (eV) = -15.197
- lowest unoccupied orbital energy (eV) = -4.798
- net charge = +1

[8]
DFT (ωB97M-V with the def2-TZVPD basis set) results for a molecular structure, C3H7Cl6HgO.

Element x y z (Å)
Hg  -0.25  0.02  -0.19
C  0.69  1.78  2.41
O  -0.34  0.96  1.93
H  1.19  1.38  3.30
H  1.48  1.76  1.65
H  0.36  2.81  2.59
Cl  -2.30  -1.42  0.64
Cl  1.83  0.69  -1.65
C  2.66  -3.22  0.96
Cl  1.46  -1.95  0.82
Cl  2.50  -4.38  -0.37
H  3.64  -2.77  0.89
H  2.47  -3.76  1.88
C  -3.07  1.74  -3.09
Cl  -4.48  0.65  -3.24
Cl  -2.05  1.20  -1.75
H  -2.47  1.76  -3.99
H  -3.32  2.75  -2.79

## Properties
- energy relative to the best compared isomer or geometry (same formula, charge and spin) (kcal per mole) = 19.2
- HOMO-LUMO gap (eV) = 7.295
- HOMO level (eV) = -4.742
- lowest unoccupied orbital energy (eV) = 2.553
- net charge = -1

Max |F|: 3.52; 1.55; 2.18; 4.35; 4.63; 3.88; 2.81; 1.80 (eV/A)